12 unconnected molecules or ions with the total composition C27H76N3O13S. Source: the Open Molecules 2025 dataset; level of theory: ωB97M-V/def2-TZVPD.

The calculation puts the total energy at -2614.443280 Eh. The HOMO-LUMO gap is 7.40 eV. The HOMO energy is -0.4174 hartree. For the largest force on an atom, the calculation gives 0.9 eV Å⁻¹. The value obtained for the LUMO energy is -3.96 eV.

```
! RIJCOSX wB97M-V def2-TZVPD def2/J DEFGRID3
* xyz 1 1
C -2.076 0.117 2.809
C -2.690 -1.058 3.571
C -1.652 -1.797 4.420
C -0.559 -2.450 3.539
C 0.873 -1.969 3.864
C 1.731 -2.069 2.592
N 2.992 -1.260 2.638
C 3.777 -1.686 3.870
C 5.243 -1.239 3.852
C 5.714 -1.023 5.298
C 5.419 0.389 5.812
C 6.349 1.443 5.198
N 6.047 2.823 5.598
C 2.754 0.230 2.721
C 1.442 0.720 2.114
C 1.414 2.252 2.162
C 1.149 2.722 3.575
O 0.864 1.994 4.493
O 1.287 4.046 3.726
N 3.845 -1.591 1.517
C 3.410 -1.376 0.381
S 2.854 -1.189 -1.044
H -1.429 -0.207 1.990
H -1.524 0.777 3.485
H -2.867 0.715 2.355
H -3.149 -1.746 2.861
H -3.491 -0.679 4.209
H -1.204 -1.123 5.152
H -2.162 -2.593 4.966
H -0.580 -3.532 3.677
H -0.794 -2.276 2.487
H 1.287 -2.662 4.596
H 0.861 -0.963 4.282
H 2.046 -3.104 2.464
H 1.144 -1.806 1.714
H 3.292 -1.262 4.746
H 3.719 -2.771 3.937
H 5.837 -2.029 3.399
H 5.364 -0.314 3.291
H 6.795 -1.169 5.350
H 5.268 -1.765 5.966
H 4.373 0.678 5.636
H 5.569 0.421 6.894
H 6.319 1.410 4.107
H 7.360 1.217 5.535
H 5.214 3.159 5.129
H 5.840 2.846 6.591
H 2.809 0.548 3.760
H 3.575 0.726 2.204
H 0.590 0.376 2.693
H 1.317 0.383 1.085
H 2.382 2.672 1.875
H 0.648 2.646 1.497
H 1.112 4.232 4.664
C -4.393 -0.797 -0.535
O -4.371 -1.220 0.831
H -3.471 -0.262 -0.736
H -4.451 -1.655 -1.208
H -5.238 -0.131 -0.723
H -5.192 -1.694 1.004
C 10.339 0.340 6.430
O 9.062 0.694 6.959
H 10.277 -0.693 6.096
H 10.605 0.973 5.580
H 11.116 0.416 7.193
H 9.115 1.606 7.261
C -2.333 -0.833 -4.290
O -2.513 -0.132 -3.061
H -3.198 -1.476 -4.437
H -2.267 -0.141 -5.132
H -1.432 -1.454 -4.260
H -1.745 0.438 -2.953
C -3.353 0.179 -7.959
O -2.895 1.209 -7.074
H -2.742 -0.703 -7.777
H -4.398 -0.069 -7.758
H -3.241 0.481 -8.999
H -3.427 1.993 -7.232
C -6.342 -4.185 2.887
O -7.213 -3.709 1.862
H -6.529 -3.591 3.775
H -6.538 -5.234 3.115
H -5.296 -4.064 2.589
H -7.059 -4.234 1.071
C -7.320 -0.886 4.560
O -8.543 -0.923 3.841
H -7.462 -0.247 5.429
H -7.044 -1.886 4.905
H -6.516 -0.472 3.943
H -8.422 -1.492 3.074
C -1.989 -1.296 -11.561
O -2.915 -0.300 -11.129
H -1.157 -1.287 -10.859
H -2.453 -2.279 -11.556
H -1.614 -1.071 -12.564
H -3.660 -0.300 -11.736
C 0.467 0.781 -9.444
O 0.185 -0.284 -8.539
H 1.350 0.507 -10.016
H -0.370 0.941 -10.128
H 0.668 1.705 -8.895
H -0.597 -0.032 -8.037
C -4.332 -2.952 -13.965
O -4.263 -3.291 -12.582
H -3.436 -2.383 -14.203
H -4.357 -3.845 -14.592
H -5.210 -2.337 -14.180
H -5.052 -3.796 -12.364
C -0.315 3.020 -4.323
O -0.353 2.772 -2.915
H -1.256 2.668 -4.740
H -0.213 4.087 -4.531
H 0.506 2.479 -4.799
H 0.473 3.086 -2.539
C 1.405 8.031 4.653
O 1.291 7.264 3.459
H 1.007 9.020 4.442
H 0.826 7.590 5.470
H 2.448 8.133 4.964
H 1.644 6.387 3.632
*
```


A molecular structure, C16H18B2Cl5F4IrN4O4Te at a distorted geometry. Source: the Open Molecules 2025 dataset; level of theory: ωB97M-V/def2-TZVPD.

The calculation puts the total energy at -4261.933630 Eh. The HOMO-LUMO gap (spin up / spin down) is 5.55 / 5.54 eV. The HOMO energy (spin up / spin down) is -0.6464 / -0.6470 hartree. The calculation puts the relative energy (zero: lowest compared OMol25 entry of this formula, charge and spin) at 338.81 kJ/mol. Its expectation value of S² is 0.769. For the largest force on an atom, the calculation gives 3.0 eV Å⁻¹. The value obtained for the LUMO energy (spin up / spin down) is -12.04 / -12.07 eV.

```
! RIJCOSX wB97M-V def2-TZVPD def2/J DEFGRID3
* xyz 3 2
Ir 0.106 0.236 0.427
C -1.461 -3.759 -0.792
C -1.215 -2.369 -0.333
N -0.162 -1.675 -0.567
O 0.781 -2.248 -1.377
B 2.109 -2.298 -0.945
F 2.940 -2.912 -1.722
F 1.974 -0.237 -2.880
O 2.590 -1.772 0.242
N 1.794 -1.053 1.095
C 2.227 -0.958 2.298
C 3.483 -1.549 2.823
C 1.297 -0.200 3.165
N 0.227 0.208 2.569
O -0.713 0.761 3.308
B -1.890 1.309 2.539
F -2.773 1.882 3.335
F -1.346 2.136 1.556
O -2.483 0.097 1.842
N -1.698 -0.565 1.017
C -2.179 -1.641 0.497
C -3.555 -2.130 0.773
C 1.548 0.009 4.614
H -0.699 -4.104 -1.481
H -2.446 -3.833 -1.255
H -1.475 -4.423 0.079
H 3.907 -2.279 2.143
H 3.313 -1.999 3.801
H 4.215 -0.745 2.965
H -4.174 -1.322 1.151
H -3.539 -2.919 1.532
H -3.999 -2.544 -0.132
H 2.539 0.450 4.753
H 1.538 -0.947 5.147
H 0.794 0.654 5.050
Cl -2.245 1.779 -2.468
C -1.167 2.667 -1.409
C -0.125 2.046 -0.710
C 0.733 2.848 -0.017
Cl 1.983 1.947 0.820
C 0.606 4.211 0.110
Cl 1.714 5.081 1.057
C -0.460 4.821 -0.553
Cl -0.684 6.487 -0.423
C -1.331 4.048 -1.342
Cl -2.572 4.802 -2.221
C -0.238 -1.244 -4.549
Te 0.135 0.172 -3.028
C 0.657 1.695 -4.367
H -0.813 -0.752 -5.332
H -0.780 -2.093 -4.143
H 0.750 -1.537 -4.903
H 1.390 1.230 -5.025
H 1.101 2.521 -3.817
H -0.228 2.009 -4.917
*
```


A molecular structure, C27H43F4GaO14P at a distorted geometry. Source: the Open Molecules 2025 dataset; level of theory: ωB97M-V/def2-TZVPD.

The calculation puts the total energy at -4773.737871 Eh. The HOMO-LUMO gap is 6.07 eV. The HOMO energy is -0.1536 hartree. For the largest force on an atom, the calculation gives 3.5 eV Å⁻¹. The value obtained for the LUMO energy is 1.89 eV.

```
! RIJCOSX wB97M-V def2-TZVPD def2/J DEFGRID3
* xyz -1 1
C 0.534 -1.918 -0.666
P 0.847 -0.394 -1.788
O 0.894 1.059 -0.854
Ga -1.145 -0.303 -3.093
F -1.404 1.375 -3.905
C -2.680 -0.807 -1.752
O -3.931 -0.147 -2.131
C -4.972 -0.545 -1.307
F -4.744 -0.316 0.054
F -5.295 -1.905 -1.513
F -6.091 0.209 -1.695
H -0.452 -1.699 -0.122
H 0.295 -2.770 -1.382
H 1.387 -2.134 0.039
H -0.006 1.256 -0.516
H -1.030 -1.526 -4.121
H -2.746 -1.935 -1.676
H -2.366 -0.426 -0.716
O 4.671 0.879 1.085
C 4.725 1.833 0.354
O 5.464 2.946 0.618
C 5.220 3.929 -0.396
C 4.711 3.152 -1.589
C 3.972 2.001 -0.937
H 4.483 4.643 -0.019
H 6.146 4.462 -0.619
H 4.090 3.750 -2.258
H 5.555 2.766 -2.169
H 2.934 2.256 -0.714
H 4.023 1.096 -1.542
O 5.496 -2.617 -2.349
C 6.035 -2.819 -1.296
O 7.154 -3.582 -1.151
C 7.469 -3.706 0.242
C 6.798 -2.527 0.909
C 5.567 -2.321 0.047
H 7.081 -4.664 0.603
H 8.551 -3.690 0.376
H 6.572 -2.699 1.962
H 7.443 -1.646 0.843
H 4.728 -2.934 0.382
H 5.282 -1.271 -0.001
O -3.108 5.169 0.231
C -3.986 4.655 -0.411
O -4.401 3.374 -0.235
C -5.384 3.048 -1.231
C -5.943 4.376 -1.684
C -4.749 5.300 -1.538
H -4.891 2.505 -2.042
H -6.151 2.410 -0.794
H -6.355 4.348 -2.694
H -6.738 4.693 -1.002
H -4.124 5.306 -2.434
H -5.053 6.313 -1.275
O -7.904 -3.387 4.082
C -7.685 -2.903 3.003
O -6.763 -3.383 2.130
C -6.681 -2.511 0.992
C -7.996 -1.767 0.967
C -8.342 -1.670 2.439
H -5.830 -1.843 1.126
H -6.528 -3.100 0.089
H -7.935 -0.801 0.464
H -8.752 -2.367 0.451
H -7.899 -0.786 2.904
H -9.419 -1.691 2.603
O 12.367 -3.852 1.364
C 11.809 -4.640 0.651
O 10.458 -4.697 0.495
C 10.122 -5.818 -0.335
C 11.377 -6.121 -1.123
C 12.473 -5.726 -0.153
H 9.823 -6.650 0.309
H 9.286 -5.555 -0.985
H 11.436 -7.158 -1.455
H 11.422 -5.481 -2.008
H 12.743 -6.548 0.513
H 13.352 -5.347 -0.672
O -8.049 4.042 0.307
C -7.649 4.217 1.428
O -7.519 3.227 2.348
C -7.123 3.791 3.604
C -6.488 5.120 3.261
C -7.265 5.543 2.030
H -8.012 3.905 4.231
H -6.423 3.120 4.103
H -6.530 5.842 4.077
H -5.436 4.972 2.997
H -8.174 6.092 2.290
H -6.649 6.122 1.344
*
```


2 unconnected molecules or ions with the total composition C3H12N2OS at a distorted geometry. Source: the Open Molecules 2025 dataset; level of theory: ωB97M-V/def2-TZVPD.

The calculation puts the total energy at -704.429753 Eh. Its structure (SMILES) is NC[C@H](N)CS.O. The HOMO-LUMO gap is 9.85 eV. The HOMO energy is -0.3288 hartree. The calculation puts the relative energy (zero: lowest compared OMol25 entry of this formula, charge and spin) at 22.28 kJ/mol. For the largest force on an atom, the calculation gives 1.3 eV Å⁻¹. The value obtained for the LUMO energy is 0.90 eV.

```
! RIJCOSX wB97M-V def2-TZVPD def2/J DEFGRID3
* xyz 0 1
N -0.373 -1.343 -0.746
C -0.403 0.061 -0.378
C -1.455 0.842 -1.150
S -3.097 0.195 -0.759
C 0.973 0.687 -0.579
N 1.868 0.181 0.462
H -0.998 -1.553 -1.505
H -3.859 0.934 -1.577
H -0.402 -2.005 0.008
H -0.656 0.165 0.670
H -1.408 1.879 -0.825
H -1.219 0.829 -2.213
H 0.919 1.773 -0.487
H 1.323 0.430 -1.581
H 2.738 0.652 0.418
H 2.144 -0.769 0.220
H 1.520 -0.687 2.667
H 1.257 -0.917 4.105
O 1.126 -1.353 3.250
*
```


2 unconnected molecules or ions with the total composition C5H11NS at a distorted geometry. Source: the Open Molecules 2025 dataset; level of theory: ωB97M-V/def2-TZVPD.

The calculation puts the total energy at -649.873600 Eh. The HOMO-LUMO gap is 8.41 eV. The HOMO energy is -0.3364 hartree. The calculation puts the relative energy (zero: lowest compared OMol25 entry of this formula, charge and spin) at 434.35 kJ/mol. For the largest force on an atom, the calculation gives 3.1 eV Å⁻¹. The value obtained for the LUMO energy is -0.75 eV.

```
! RIJCOSX wB97M-V def2-TZVPD def2/J DEFGRID3
* xyz 0 1
C -0.483 0.740 1.362
C 0.043 -0.657 1.299
C -0.669 -0.028 0.055
C 0.057 0.323 -1.180
C -2.075 -0.402 -0.366
N 3.682 -0.231 0.655
S 2.967 0.386 -0.421
H -1.310 1.167 1.931
H 0.298 1.520 1.230
H -0.538 -1.449 1.771
H 0.779 -0.482 -1.473
H 0.693 1.258 -0.999
H -0.713 0.372 -1.924
H -1.980 -0.918 -1.315
H -2.834 0.421 -0.481
H -2.429 -1.024 0.474
H 1.057 -0.939 1.161
H 3.455 -0.056 -1.778
*
```


A molecular structure, C19H27N3O3S at a distorted geometry. Source: the Open Molecules 2025 dataset; level of theory: ωB97M-V/def2-TZVPD.

The calculation puts the total energy at -1527.750929 Eh. The HOMO-LUMO gap is 7.18 eV. The HOMO energy is -0.3067 hartree. The calculation puts the relative energy (zero: lowest compared OMol25 entry of this formula, charge and spin) at 1836.25 kJ/mol. For the largest force on an atom, the calculation gives 16.3 eV Å⁻¹. The value obtained for the LUMO energy is -1.17 eV.

```
! RIJCOSX wB97M-V def2-TZVPD def2/J DEFGRID3
* xyz 0 1
C 7.316 1.086 -0.802
C 6.017 1.324 -0.345
C 5.666 0.512 0.807
C 5.561 -1.109 0.489
H 5.252 -1.798 1.268
H 6.456 -1.481 0.288
C 4.458 -1.610 -0.440
N 3.154 -1.132 -0.425
C 2.192 -2.063 -0.110
O 2.500 -3.329 -0.065
C 0.834 -1.340 0.348
C -0.315 -2.187 -0.156
C -1.471 -2.016 0.135
C -1.644 -0.552 0.994
C -0.557 0.071 1.232
C 0.650 -0.385 1.173
H 1.613 0.046 1.443
H -0.743 0.941 2.001
C -2.909 -0.055 1.214
O -3.264 0.846 2.098
N -4.101 -0.919 0.639
C -4.002 -2.003 0.232
S -5.138 -2.919 -0.399
N -2.673 -2.485 0.052
H -2.516 -3.251 -0.843
C -5.312 -0.344 0.829
C -5.944 -0.068 -0.512
C -4.830 0.728 -1.532
O -3.923 1.322 -0.842
C -4.191 2.643 -0.559
C -3.004 3.507 -0.102
H -3.296 4.406 0.040
H -2.680 2.938 0.884
H -2.214 3.238 -0.783
H -5.072 2.613 0.111
H -4.543 3.393 -1.502
H -5.324 1.098 -2.510
H -4.356 -0.292 -1.638
H -6.667 0.978 -0.299
H -6.625 -0.560 -0.899
H -5.976 -1.206 1.419
H -5.452 0.539 1.778
H -0.158 -3.254 -0.555
H 2.876 -0.319 -0.251
H 4.728 -0.943 -1.620
H 4.737 -2.631 -0.751
H 4.607 0.600 1.260
H 6.358 0.447 1.676
H 5.163 1.306 -1.250
H 5.666 2.435 0.051
H 7.370 0.148 -1.385
H 8.026 1.204 -0.141
H 7.696 1.885 -1.747
*
```